No. 1
The following is a DFT calculation (wB97M-V/def2-TZVPD) of a cluster of 8 separate species, C16H48O16 in total at a distorted geometry.

Last column: Mulliken charge in e.
Geometry (Å):
C -0.3749 -3.2367 1.9776  -0.578
C -1.8733 -3.3200 2.1794  -0.059
O -2.1369 -3.6484 3.4817  -0.552
O -0.0007 -1.9417 2.5619  -0.170
H -0.0833 -3.2498 0.9274  0.301
H 0.2611 -3.9231 2.5366  0.369
H -2.2351 -4.0957 1.5045  0.417
H -2.3867 -2.3664 2.0562  -0.049
H -3.0745 -3.5054 3.6304  0.331
H -0.2282 -1.9381 3.4945  0.098
C -2.8911 5.8457 -4.0297  -0.534
C -1.8491 4.7988 -3.7197  -0.409
O -2.1907 3.5092 -4.1757  -0.343
O -3.8628 5.9520 -2.9824  -0.509
H -3.2361 5.7510 -5.0593  0.269
H -2.4203 6.8284 -4.0534  0.313
H -1.6112 4.8947 -2.6603  0.330
H -0.8698 5.0994 -4.0921  0.384
H -1.4579 2.9007 -4.0563  0.210
H -4.2584 5.0926 -2.8197  0.318
C -2.4138 0.8141 3.3537  0.236
C -3.3762 0.8668 2.1179  -0.390
O -4.6323 1.4119 2.4059  -0.564
O -2.8172 -0.2051 4.2708  -0.601
H -2.4049 1.7219 3.9570  0.397
H -1.4294 0.4918 3.0143  -0.070
H -3.4976 -0.1199 1.6711  0.224
H -2.8637 1.4690 1.3677  0.159
H -5.1527 1.4973 1.6037  0.326
H -2.0580 -0.4617 4.7994  0.361
C 4.8097 -1.4745 2.3928  -0.629
C 3.6958 -1.4242 1.3362  0.401
O 3.7485 -0.1702 0.5479  -0.493
O 4.6017 -0.3237 3.2275  -0.532
H 5.7658 -1.4252 1.8717  0.329
H 4.8348 -2.4195 2.9353  0.316
H 2.7065 -1.3473 1.7873  -0.267
H 3.7642 -2.2629 0.6433  0.230
H 3.6219 0.5427 1.1783  0.354
H 3.7280 -0.4065 3.6167  0.305
C -2.7102 -0.1538 -5.2651  -0.424
C -3.4896 0.3399 -4.0271  -0.450
O -2.6533 0.1491 -2.9000  -0.415
O -1.4896 0.5195 -5.3937  -0.520
H -3.2360 0.0438 -6.1993  0.435
H -2.6569 -1.2373 -5.1597  0.243
H -4.4308 -0.2088 -3.9926  0.317
H -3.6300 1.4204 -4.0566  0.282
H -1.8488 0.5970 -3.1716  0.266
H -1.3042 0.6293 -6.3292  0.309
C 1.5317 0.7222 5.0033  -0.436
C 1.0383 -0.4683 5.8120  -0.626
O -0.1723 -1.0881 5.2769  -0.443
O 1.8383 0.3235 3.6810  -0.455
H 2.3177 1.3184 5.4667  0.455
H 0.6610 1.3779 5.0011  0.297
H 0.9425 -0.2399 6.8735  0.481
H 1.7784 -1.2658 5.8783  0.301
H -0.4511 -1.7036 5.9588  0.217
H 1.0386 -0.0940 3.3528  0.188
C 0.7325 1.1677 -1.3922  -0.476
C 0.1699 -0.1363 -0.7509  -0.001
O -0.7596 0.1622 0.3482  -0.296
O -0.3219 1.8193 -2.0806  -0.497
H 1.6090 1.0112 -2.0210  0.177
H 1.1041 1.8422 -0.6208  0.299
H 0.9689 -0.7338 -0.3119  0.101
H -0.3297 -0.7236 -1.5214  0.295
H -0.5503 -0.5263 0.9836  -0.087
H -1.0610 1.6534 -1.4908  0.279
C 4.3260 -1.4501 -2.6960  0.255
C 4.0938 -2.9997 -2.8223  -0.336
O 3.3025 -3.5001 -3.9247  -0.434
O 4.7772 -0.9381 -3.8722  -0.289
H 4.9746 -1.1481 -1.8737  0.367
H 3.4007 -0.9561 -2.3993  -0.052
H 3.6317 -3.2378 -1.8642  0.250
H 4.9417 -3.6682 -2.9718  0.386
H 3.8372 -3.6716 -4.7034  0.384
H 4.2274 -1.1696 -4.6243  0.425

Properties
E_HOMO (alpha / beta)   -11.434 / -11.434 eV
Frontier orbital gap (alpha / beta)   0.2870 / 0.0572 Eh
Energy   -50114.9659 eV
M   496.544 g mol⁻¹
Charge   +1
E_LUMO (alpha / beta)   -3.63 / -9.88 eV
<S²>   0.7554
Relative energy (zero: lowest compared OMol25 entry of this formula, charge and spin)   0.807 eV
Spin multiplicity   2

***

No. 2
The following is a DFT calculation (wB97M-V/def2-TZVPD) of a structure of composition C24H40Br30N3O at a distorted geometry.

Last column: Mulliken charge in e.
Geometry (Å):
C 2.1190 0.0063 3.7341  -0.659
O 2.2897 0.5688 2.4280  0.164
C 1.3323 1.6203 2.2364  -0.813
C 1.5032 2.1203 0.7679  -0.268
C 1.5612 0.9655 -0.3004  0.055
C 0.2374 0.1188 -0.3682  0.509
C 0.2619 -1.0663 0.6819  1.093
C -0.5114 -2.3225 0.1761  -1.120
C -2.0459 -2.0083 -0.0216  0.795
C -2.7581 -2.3470 1.3464  -0.928
C -4.1344 -1.5946 1.4182  0.945
C -3.9810 -0.1211 1.9070  -0.914
N -4.0470 0.8810 0.8028  0.876
C -5.4000 1.4221 0.4920  -0.526
C -5.3696 2.9470 1.0175  -0.696
N -4.2646 2.7750 2.0246  -0.349
C -3.3322 2.0546 1.1896  -0.149
N -2.1367 2.4559 0.8545  0.132
H 2.8953 -0.7549 3.9590  -0.145
H 2.1562 0.8382 4.4769  0.443
H 1.1321 -0.5286 3.7525  0.184
H 1.6179 2.4396 2.9361  0.528
H 0.3027 1.2289 2.4524  0.262
H 0.7429 2.8971 0.5062  0.165
H 2.4904 2.6427 0.7196  0.348
H 1.6889 1.4541 -1.2977  0.250
H 2.4251 0.3106 -0.0481  -0.571
H -0.6506 0.7479 -0.1055  -1.152
H 0.0881 -0.2329 -1.4116  0.418
H -0.1807 -0.6905 1.6381  -0.367
H 1.3298 -1.2732 0.8948  -0.392
H -0.0364 -2.8035 -0.7038  0.381
H -0.4568 -3.0716 1.0060  0.279
H -2.2224 -0.9630 -0.3532  -0.166
H -2.4755 -2.6945 -0.7811  -0.003
H -2.0756 -2.0480 2.1718  0.268
H -2.8907 -3.4525 1.4032  0.350
H -4.7366 -2.1341 2.1954  -0.022
H -4.7042 -1.6822 0.4577  -0.844
H -4.8306 0.0919 2.6053  0.302
H -3.0313 0.0399 2.4721  0.372
H -6.1811 0.9073 1.0836  0.319
H -5.5352 1.5255 -0.6002  0.263
H -4.8334 3.4569 0.1813  0.374
H -6.3117 3.3863 1.3778  0.365
H -3.7409 3.6274 2.2399  0.317
H -1.6493 3.1129 1.4579  0.269
H -1.7251 2.1674 -0.0285  0.115
C 2.5664 4.1313 -2.8621  -0.281
Br 0.7733 3.7580 -2.2325  0.000
Br 2.6713 4.0698 -4.7900  0.014
Br 3.2436 5.7990 -2.1543  -0.005
H 3.2069 3.3412 -2.4846  0.292
C 3.1299 -4.7385 1.3630  -0.349
Br 2.8510 -2.9981 2.1695  0.088
Br 1.4771 -5.5938 0.8359  -0.029
Br 4.3799 -4.6233 -0.1063  0.002
H 3.5825 -5.3666 2.1221  0.364
C 5.4659 -0.1270 1.3297  1.278
Br 5.0327 -0.7736 -0.4408  -0.081
Br 6.4731 -1.4329 2.3444  -0.074
Br 6.3611 1.5865 1.2761  -0.052
H 4.5239 0.0233 1.8494  -1.045
C 3.9712 -0.1016 -6.2408  -0.374
Br 2.0724 0.1613 -5.9743  -0.014
Br 4.7541 1.3366 -7.2713  -0.017
Br 4.8977 -0.3682 -4.5618  0.002
H 4.0897 -1.0102 -6.8191  0.376
C -4.6674 -1.2694 -3.0984  -0.348
Br -3.4711 0.2379 -2.8850  0.003
Br -3.7103 -2.8934 -3.5277  -0.024
Br -5.8197 -1.4949 -1.5560  -0.076
H -5.3094 -1.0462 -3.9441  0.393
C 1.3448 7.5715 -5.8838  0.078
Br -0.4473 7.2036 -5.2466  0.010
Br 1.4444 7.5102 -7.8148  -0.006
Br 2.0253 9.2408 -5.1812  -0.010
H 1.9866 6.7826 -5.5072  -0.095
C 5.7408 -8.1998 -0.2524  -0.053
Br 7.6493 -7.9281 -0.0885  0.000
Br 5.3237 -9.7280 -1.3629  -0.009
Br 4.8832 -8.3180 1.4791  -0.018
H 5.3357 -7.3253 -0.7474  0.051
C -5.1163 2.1321 -6.3874  -0.328
Br -3.9194 3.6375 -6.1769  0.008
Br -4.1562 0.4999 -6.7876  -0.027
Br -6.2752 1.9185 -4.8511  -0.036
H -5.7522 2.3454 -7.2385  0.361
C 5.7098 0.4393 5.6317  -0.010
Br 7.0393 1.0475 6.8976  -0.022
Br 4.5974 -0.9612 6.3725  -0.023
Br 4.6499 1.9063 4.9441  -0.023
H 6.2423 0.0104 4.7901  0.053
C -4.2640 -3.4869 5.0965  -0.171
Br -3.0834 -1.9640 5.2943  -0.015
Br -3.2805 -5.1059 4.7055  -0.004
Br -5.4211 -3.6988 6.6313  -0.013
H -4.9005 -3.2872 4.2426  0.198

Properties
E_HOMO   -11.506 eV
Frontier orbital gap   0.2839 Eh
Energy   -2133317.6868 eV
M   2783.724 g mol⁻¹
Charge   +1
E_LUMO   -3.78 eV
Spin multiplicity   1

***

No. 3
The following is a DFT calculation (wB97M-V/def2-TZVPD) of a cluster of 2 separate species, C5H2F9O6S in total at a distorted geometry.

Last column: Mulliken charge in e.
Geometry (Å):
O 2.5439 -1.3542 0.7112  -0.317
C 2.8832 -0.5646 -0.1743  0.449
O 3.9243 0.3638 0.1235  -0.340
O 2.3729 -0.5033 -1.5149  -0.255
S 0.6694 -0.5053 -1.5404  1.148
O 0.2474 -1.8797 -1.0917  -0.546
O 0.3144 -0.4220 -3.0128  -0.592
C -0.0736 0.8694 -0.5321  0.634
F 0.2809 0.7723 0.8448  -0.208
F 0.5755 2.0701 -0.9759  -0.270
C -1.6412 1.1216 -0.7310  0.408
F -2.1413 0.8179 -2.0062  -0.219
F -1.8279 2.5355 -0.5761  -0.297
C -2.6088 0.4434 0.3439  0.595
F -2.4486 0.9584 1.6615  -0.246
F -3.9361 0.8372 -0.0271  -0.283
C -2.6265 -1.1536 0.3725  0.592
F -3.8421 -1.5184 1.0308  -0.274
F -2.6902 -1.7622 -0.8848  -0.187
F -1.6084 -1.6946 1.1965  -0.187
H 3.5476 1.0249 0.7576  0.310
O 4.2541 0.1892 2.9175  -1.051
H 3.8313 -0.6460 3.1077  0.137

Properties
E_HOMO   -2.682 eV
Frontier orbital gap   0.1363 Eh
Energy   -52790.0182 eV
M   361.114 g mol⁻¹
Charge   -1
E_LUMO   1.03 eV
Relative energy (zero: lowest compared OMol25 entry of this formula, charge and spin)   3.880 eV
Spin multiplicity   1

***

No. 4
The following is a DFT calculation (wB97M-V/def2-TZVPD) of a cluster of 2 separate species, CH3IO2P in total at a distorted geometry.

Last column: Mulliken charge in e.
Geometry (Å):
C -0.1668 -0.7491 0.5803  -1.015
O -1.2564 1.5141 -0.3933  -0.572
O 0.5403 -0.4926 -2.8639  -0.639
P 0.0368 0.8369 -0.3956  0.486
I 1.7654 1.8961 0.9340  -0.253
H -1.1922 -1.0691 0.1359  0.230
H 0.5269 -1.4641 0.4183  0.373
H -0.2540 -0.4722 1.5843  0.389

Properties
E_HOMO (alpha / beta)   -3.942 / -3.938 eV
Frontier orbital gap (alpha / beta)   0.2323 / 0.2325 Eh
Energy   -22567.3916 eV
M   204.911 g mol⁻¹
Charge   -1
E_LUMO (alpha / beta)   2.38 / 2.39 eV
Relative energy (zero: lowest compared OMol25 entry of this formula, charge and spin)   7.103 eV
Spin multiplicity   1

***

No. 5
The following is a DFT calculation (wB97M-V/def2-TZVPD) of the molecule C5H11N at a distorted geometry.

Last column: Mulliken charge in e.
Geometry (Å):
N -1.5719 1.0081 -1.3296  -0.645
C -0.8612 0.4805 -0.1819  -0.028
C -0.6561 -1.0386 -0.0191  -0.589
C 0.6693 -1.1760 0.7564  -0.563
C 1.3803 0.2158 0.7993  -0.487
C 0.6137 1.0929 -0.1075  -0.747
H -0.9785 0.8864 -2.1819  0.275
H -2.3817 0.4173 -1.5220  0.261
H -1.4276 0.9007 0.6926  0.262
H -0.4377 -1.5728 -1.0415  0.188
H -1.4690 -1.6058 0.4658  0.319
H 0.4564 -1.5548 1.7938  0.258
H 1.3886 -1.9084 0.3192  0.251
H 2.4683 0.3041 0.5543  0.360
H 1.2427 0.5410 1.9008  0.180
H 1.0184 0.9330 -1.1192  0.344
H 0.5460 2.0766 0.2207  0.362

Properties
E_HOMO   -9.323 eV
Frontier orbital gap   0.3864 Eh
Energy   -6852.9269 eV
M   85.150 g mol⁻¹
E_LUMO   1.19 eV
SMILES   NC1CCCC1
Relative energy (zero: lowest compared OMol25 entry of this formula, charge and spin)   0.602 eV
Spin multiplicity   1

***

No. 6
The following is a DFT calculation (wB97M-V/def2-TZVPD) of a structure of composition C25H34B2F8N5PSn.

Last column: Mulliken charge in e.
Geometry (Å):
Sn 0.1727 0.2403 0.1983  2.147
C -1.9230 -3.1050 1.8878  -1.823
C -1.7774 -3.6225 0.4477  2.152
C -2.9121 -3.0393 -0.3973  -1.729
C -1.8413 -5.1482 0.4662  -1.776
P -0.1376 -2.8634 -0.1170  0.021
C 1.0523 -3.8324 0.8834  0.644
C 1.6199 -3.1848 1.9804  -0.339
C 2.5446 -3.8286 2.7871  -0.708
C 2.9117 -5.1361 2.5095  -0.673
C 2.3474 -5.7967 1.4279  -0.779
C 1.4273 -5.1483 0.6196  -0.317
C 0.2470 -3.2620 -1.9248  1.953
C -0.3361 -4.5395 -2.5251  -1.790
C -0.3184 -2.0518 -2.6920  -1.566
C 1.7726 -3.2533 -2.0737  -1.702
H -2.8827 -3.4243 2.2993  0.523
H -1.8947 -2.0134 1.9135  0.310
H -1.1310 -3.4970 2.5274  0.336
H -3.8738 -3.3158 0.0407  0.518
H -2.8968 -3.4024 -1.4255  0.240
H -2.8665 -1.9500 -0.4083  0.253
H -2.8145 -5.4529 0.8599  0.544
H -1.0784 -5.5689 1.1198  0.347
H -1.7357 -5.5780 -0.5283  0.269
H 1.3576 -2.1525 2.1804  0.265
H 3.0017 -3.3071 3.6177  0.429
H 3.6555 -5.6337 3.1177  0.396
H 2.6358 -6.8151 1.2014  0.454
H 1.0146 -5.6744 -0.2292  0.250
H -1.4255 -4.5256 -2.5211  0.343
H 0.0077 -5.4375 -2.0156  0.231
H -0.0137 -4.6126 -3.5670  0.532
H -1.3624 -1.8616 -2.4347  0.287
H -0.2605 -2.2304 -3.7675  0.543
H 0.2685 -1.1534 -2.4678  0.155
H 2.2284 -4.1476 -1.6534  0.343
H 2.2119 -2.3853 -1.5764  0.233
H 2.0355 -3.2014 -3.1332  0.504
C -0.8253 3.3069 2.4692  -1.506
C -0.2879 3.6147 1.1173  0.471
N 0.0649 2.7260 0.2133  0.398
C 0.4872 3.4159 -0.9020  -0.706
C 0.3871 4.7437 -0.6616  -0.778
N -0.1124 4.8620 0.6194  0.328
C -0.2844 6.1131 1.3142  -0.997
N 0.9801 6.7830 1.4704  0.678
N 1.1097 8.0832 1.1121  -0.782
N 2.3123 8.4549 1.2806  -0.512
C 3.0486 7.3918 1.7507  0.118
C 4.4011 7.2853 2.0776  -0.749
C 4.8520 6.0533 2.4907  -0.508
C 3.9943 4.9434 2.5780  -0.742
C 2.6537 5.0346 2.2773  -0.266
C 2.1898 6.2864 1.8721  1.367
H -0.7058 2.2443 2.6576  0.103
H -1.8898 3.5385 2.5124  0.340
H -0.3040 3.8660 3.2474  0.575
H 0.8571 2.8990 -1.7712  0.525
H 0.6447 5.6056 -1.2514  0.458
H -0.7486 5.9215 2.2815  0.413
H -0.9185 6.7887 0.7406  0.410
H 5.0593 8.1380 1.9884  0.425
H 5.8936 5.9303 2.7548  0.369
H 4.4028 3.9848 2.8675  0.433
H 2.0132 4.1662 2.3371  0.175
F 2.6322 -0.8455 0.3337  -0.034
B 3.0598 0.4603 -0.0534  -0.002
F 4.3969 0.5540 -0.2532  -0.269
F 2.5640 1.3390 0.9500  -0.300
F 2.2928 0.7570 -1.2346  -0.441
F -2.9367 2.2181 0.5449  -0.305
B -2.9008 0.8421 0.6351  0.354
F -4.1103 0.2650 0.8824  -0.314
F -2.3040 0.3048 -0.5617  -0.365
F -1.9481 0.4682 1.6654  -0.383

Properties
E_HOMO   -8.791 eV
Frontier orbital gap   0.2735 Eh
Energy   -72153.7283 eV
M   727.875 g mol⁻¹
E_LUMO   -1.35 eV
Relative energy (zero: lowest compared OMol25 entry of this formula, charge and spin)   0.531 eV
Spin multiplicity   1

***

No. 7
The following is a DFT calculation (wB97M-V/def2-TZVPD) of the molecule C15H15N3OS2 at a distorted geometry.

Last column: Mulliken charge in e.
Geometry (Å):
C 4.9235 1.3126 0.7676  -1.193
C 3.5695 0.8407 1.1504  0.902
C 3.2087 -0.3074 1.7744  -1.061
N 1.8825 -0.4814 2.0072  -0.341
C 1.1862 0.5045 1.5696  0.405
N -0.1686 0.6704 1.6303  -0.053
C -1.1796 -0.2309 1.9030  0.141
O -2.3200 0.1019 1.6741  -0.618
C -0.7989 -1.5566 2.5099  -0.343
C -1.1805 -2.7183 1.5866  -0.751
C -0.3429 -2.7331 0.3014  -0.759
C -0.7117 -1.6185 -0.6049  0.549
N 0.0528 -0.6433 -0.9134  -0.373
C -0.5603 0.2641 -1.7295  -0.361
C 0.0030 1.4401 -2.2148  -0.480
C -0.7599 2.2591 -3.0196  -0.660
C -2.0719 1.9246 -3.3490  -0.396
C -2.6509 0.7621 -2.8794  -0.649
C -1.8916 -0.0639 -2.0689  0.937
S -2.3287 -1.5667 -1.3208  -0.219
S 2.1410 1.7835 0.8192  -0.194
H 5.1433 2.2716 1.2358  0.289
H 5.6679 0.5859 1.0840  0.354
H 4.9939 1.4426 -0.3120  0.294
H 3.8864 -1.0769 2.0969  0.418
H -0.5094 1.5315 1.2150  0.259
H 0.2663 -1.5810 2.7273  0.360
H -1.3671 -1.6513 3.4382  0.407
H -1.0187 -3.6554 2.1213  0.398
H -2.2401 -2.6467 1.3311  0.369
H -0.5085 -3.6802 -0.2183  0.364
H 0.7166 -2.6403 0.5456  0.315
H 1.0189 1.6899 -1.9526  0.532
H -0.3360 3.1760 -3.4010  0.390
H -2.6465 2.5853 -3.9805  0.378
H -3.6671 0.5013 -3.1301  0.390

Properties
E_HOMO   -8.291 eV
Frontier orbital gap   0.3265 Eh
Energy   -43987.9681 eV
M   317.439 g mol⁻¹
E_LUMO   0.59 eV
SMILES   Cc1cnc(NC(=O)CCCc2nc3ccccc3s2)s1
Relative energy (zero: lowest compared OMol25 entry of this formula, charge and spin)   0.000 eV
Spin multiplicity   1